# 1
101
Properties=species:S:1:pos:R:3:lowdin_charge:R:1 method="wB97M-V/def2-TZVPD" total_charge=-2 homo_ev=-2.2 lumo_energy_ev=3.681
Cs -1.110 0.179 0.415 0.883
N -0.494 1.353 3.970 0.017
C -1.591 2.131 3.389 -0.245
C -2.764 1.276 2.884 -0.699
O -3.053 0.269 3.601 -0.139
N -3.320 1.703 1.777 -0.050
C -4.540 1.021 1.348 -0.184
C -4.348 0.287 -0.003 -0.730
O -4.967 0.716 -1.004 -0.072
O -3.541 -0.688 -0.016 -0.354
H -0.901 0.478 4.294 0.048
H 0.166 1.119 3.236 0.013
H -1.994 2.805 4.154 0.096
H -1.226 2.759 2.573 0.085
H -4.877 0.296 2.095 0.086
H -5.331 1.759 1.190 0.093
C -4.107 -2.542 2.555 -0.297
As -2.153 -2.498 2.570 1.128
C -1.937 -2.730 4.509 -0.319
C -1.926 -4.389 2.000 -0.406
C -2.277 -5.454 2.830 -0.125
C -2.164 -6.771 2.412 -0.113
C -1.699 -7.048 1.134 -0.115
C -1.351 -6.001 0.295 -0.133
C -1.451 -4.674 0.712 -0.417
As -0.950 -3.209 -0.510 1.090
C -2.445 -3.415 -1.762 -0.309
C 0.430 -4.143 -1.557 -0.337
H -4.473 -3.439 3.059 0.016
H -4.460 -2.500 1.527 0.014
H -4.420 -1.640 3.079 0.003
H -2.616 -3.476 4.924 0.004
H -2.181 -1.752 4.927 0.004
H -0.907 -2.985 4.758 0.020
H -2.650 -5.253 3.828 0.078
H -2.439 -7.579 3.080 0.089
H -1.607 -8.073 0.793 0.088
H -0.990 -6.224 -0.703 0.079
H -2.653 -4.466 -1.968 0.014
H -2.196 -2.898 -2.690 0.020
H -3.313 -2.919 -1.325 0.005
H 0.040 -4.977 -2.144 0.006
H 1.206 -4.502 -0.880 0.023
H 0.876 -3.404 -2.223 -0.005
F 2.577 -1.447 4.744 0.112
C 3.489 -0.505 4.453 -0.596
F 3.763 0.116 5.643 0.077
F 4.634 -1.142 4.123 0.098
C 3.041 0.487 3.424 -0.154
C 2.938 1.812 3.791 -0.038
C 2.528 2.762 2.866 -0.092
C 2.232 2.308 1.595 -0.178
N 2.316 1.040 1.212 0.000
C 2.708 0.078 2.092 -0.759
S 2.717 -1.555 1.582 0.550
H 3.161 2.104 4.807 0.113
H 2.409 3.803 3.134 0.089
H 1.893 3.000 0.826 0.088
C 4.533 -2.091 -2.366 -0.057
C 3.785 -0.762 -2.334 -0.640
C 4.487 0.200 -1.370 -0.059
C 3.737 -0.147 -3.732 -0.056
N 2.403 -1.104 -1.937 -0.086
N 1.591 0.004 -1.558 -0.022
H 5.557 -1.952 -2.722 0.075
H 4.022 -2.796 -3.025 0.076
H 4.575 -2.522 -1.363 0.078
H 5.528 0.344 -1.673 0.075
H 4.458 -0.198 -0.353 0.049
H 4.003 1.179 -1.364 0.070
H 4.743 0.097 -4.084 0.076
H 3.152 0.776 -3.719 0.054
H 3.271 -0.842 -4.434 0.078
H 2.458 -1.655 -1.082 0.021
H 1.445 0.601 -2.363 0.033
H 2.024 0.534 -0.796 0.008
C 1.302 6.153 -1.600 -0.088
C -0.051 5.604 -1.187 -0.325
O -0.565 4.695 -2.157 -0.312
P -0.124 3.106 -1.987 0.856
O 1.087 2.982 -3.075 -0.334
C 0.874 3.307 -4.454 -0.300
C 2.194 3.737 -5.052 -0.077
O -1.292 2.444 -2.873 -0.314
C -2.568 2.176 -2.210 -0.306
C -3.654 3.049 -2.782 -0.071
H 1.647 6.896 -0.877 0.070
H 1.237 6.625 -2.582 0.073
H 2.042 5.353 -1.653 0.068
H -0.786 6.405 -1.097 0.111
H 0.019 5.107 -0.213 0.098
H 0.136 4.109 -4.531 0.108
H 0.471 2.429 -4.961 0.116
H 2.569 4.627 -4.543 0.070
H 2.068 3.970 -6.112 0.072
H 2.941 2.947 -4.958 0.064
H -2.462 2.369 -1.138 0.068
H -2.791 1.120 -2.346 0.108
H -3.435 4.103 -2.598 0.068
H -4.590 2.767 -2.301 0.068
H -3.742 2.893 -3.860 0.075



# 2
138
Properties=species:S:1:pos:R:3:lowdin_charge:R:1 method="wB97M-V/def2-TZVPD" total_charge=-1 homo_ev=-6.4 lumo_energy_ev=-0.150
C -0.876 -1.620 0.512 -0.020
C -1.173 -0.546 -0.470 -0.342
C -2.034 -1.010 -1.624 -0.140
O -1.696 -0.145 -2.792 -0.210
C -2.382 -0.638 -3.977 -0.078
N -1.701 0.720 0.071 0.254
H -2.204 0.606 0.940 0.177
H -0.960 1.376 0.275 0.180
H -2.320 1.239 -0.534 0.175
H -1.599 -2.433 0.573 0.103
H -0.775 -1.243 1.530 0.096
H 0.053 -2.136 0.273 0.100
H -0.312 -0.129 -0.993 0.157
H -3.102 -0.914 -1.433 0.142
H -1.737 -2.020 -1.906 0.138
H -1.952 -1.549 -4.392 0.085
H -2.399 0.179 -4.698 0.094
H -3.394 -0.939 -3.706 0.087
C 2.509 7.485 -5.137 -0.087
C 2.205 6.196 -5.905 -0.243
C 3.304 5.535 -6.724 -0.096
N 3.039 4.147 -7.485 -0.228
C 4.340 3.831 -8.290 -0.048
C 3.960 2.523 -9.208 -0.166
C 2.740 2.754 -10.073 -0.201
C 1.425 2.969 -9.232 -0.106
C 1.730 4.274 -8.374 -0.058
C 2.901 3.075 -6.382 0.031
H 3.186 7.409 -4.287 0.081
H 1.595 7.848 -4.667 0.087
H 2.827 8.256 -5.838 0.079
H 1.338 6.505 -6.489 0.109
H 1.635 5.567 -5.221 0.111
H 4.289 5.554 -6.259 0.135
H 3.494 6.069 -7.655 0.115
H 4.715 4.649 -8.905 0.125
H 5.105 3.625 -7.541 0.119
H 4.775 2.198 -9.855 0.111
H 3.965 1.591 -8.643 0.104
H 3.007 3.497 -10.825 0.120
H 2.641 1.789 -10.571 0.113
H 0.610 3.222 -9.911 0.123
H 1.298 2.102 -8.584 0.109
H 1.899 5.126 -9.032 0.133
H 0.866 4.449 -7.734 0.126
H 3.781 3.096 -5.739 0.112
H 2.737 2.118 -6.879 0.088
H 2.032 3.365 -5.792 0.101
C 2.421 -6.406 6.146 -0.117
C 3.071 -5.135 6.488 -0.241
C 4.596 -5.316 7.146 -0.023
N 5.415 -3.918 7.185 -0.197
C 6.427 -4.045 8.412 -0.056
C 7.314 -2.718 8.540 -0.160
C 6.409 -1.502 8.724 -0.187
C 5.357 -1.340 7.592 -0.140
C 4.574 -2.621 7.423 -0.118
C 6.171 -3.787 5.837 0.022
H 2.118 -6.991 7.015 0.093
H 3.123 -6.876 5.457 0.082
H 1.555 -6.261 5.500 0.096
H 2.397 -4.534 7.099 0.107
H 3.174 -4.555 5.571 0.100
H 5.108 -6.049 6.522 0.112
H 4.455 -5.713 8.151 0.116
H 5.804 -4.272 9.278 0.126
H 7.139 -4.857 8.266 0.123
H 7.956 -2.881 9.405 0.116
H 7.994 -2.520 7.711 0.105
H 6.100 -1.500 9.769 0.119
H 7.065 -0.632 8.683 0.113
H 4.564 -0.647 7.875 0.131
H 5.820 -0.960 6.681 0.124
H 3.879 -2.800 8.244 0.140
H 3.887 -2.605 6.576 0.120
H 6.929 -3.009 5.937 0.084
H 5.587 -3.450 4.980 0.110
H 6.660 -4.729 5.589 0.102
C -8.506 2.545 -6.137 -0.621
F -9.758 2.660 -5.689 0.119
F -8.071 1.472 -5.505 0.128
F -8.444 2.239 -7.447 0.110
S -7.468 4.214 -5.753 0.640
O -8.005 4.895 -4.598 -0.317
O -6.103 3.807 -5.602 -0.323
N -7.883 5.195 -7.096 -0.311
S -6.619 5.099 -8.038 0.584
O -5.332 5.549 -7.354 -0.390
O -6.366 3.836 -8.693 -0.339
C -7.099 6.383 -9.397 -0.622
F -8.142 5.807 -10.125 0.071
F -7.420 7.507 -8.828 0.165
F -6.011 6.500 -10.185 0.107
C 4.779 3.456 -0.157 -0.680
F 6.110 3.705 -0.023 0.098
F 4.423 4.478 -0.818 0.157
F 4.574 2.350 -0.868 0.119
S 3.803 3.421 1.560 0.664
O 3.555 2.006 1.850 -0.353
O 4.662 4.110 2.520 -0.323
N 2.424 4.231 1.052 -0.338
S 2.504 5.588 1.794 0.574
O 2.455 5.562 3.250 -0.305
O 3.644 6.262 1.152 -0.355
C 0.943 6.551 1.062 -0.588
F -0.042 6.422 1.905 0.157
F 1.357 7.829 0.869 0.109
F 0.554 5.996 -0.149 0.066
C -4.663 -13.014 4.781 -0.644
F -5.997 -12.976 4.684 0.122
F -4.327 -12.456 5.954 0.109
F -4.341 -14.324 4.839 0.120
S -3.833 -12.014 3.415 0.671
O -2.436 -11.655 3.830 -0.349
O -3.856 -12.860 2.218 -0.336
N -4.750 -10.613 3.313 -0.313
S -4.787 -10.216 1.766 0.584
O -3.476 -10.070 1.138 -0.328
O -5.858 -10.818 0.986 -0.325
C -5.429 -8.376 1.881 -0.563
F -6.562 -8.215 2.622 0.095
F -4.449 -7.572 2.471 0.050
F -5.626 -7.917 0.634 0.107
C -2.476 1.187 7.105 -0.542
F -1.547 1.266 6.148 0.115
F -2.166 0.651 8.329 0.107
F -3.122 2.439 7.124 0.062
S -3.862 0.032 6.405 0.700
O -3.341 -1.276 6.044 -0.333
O -4.808 -0.104 7.528 -0.328
N -4.380 0.978 4.981 -0.328
S -5.901 0.962 5.019 0.529
O -6.393 -0.412 4.728 -0.338
O -6.488 1.674 6.155 -0.330
C -6.414 2.056 3.536 -0.603
F -6.537 3.402 3.808 0.087
F -5.523 1.940 2.488 0.061
F -7.629 1.636 3.312 0.142



# 3
95
Properties=species:S:1:pos:R:3:lowdin_spin:R:1 method="wB97M-V/def2-TZVPD" total_charge=0 homo_ev="-7.3 / -7.6" lumo_energy_ev="0.452 / -2.477" multiplicity=5 s_squared=6.03
Ir 1.415 -0.283 -0.411 2.256
C 3.579 3.850 -1.880 0.031
Sb 1.897 2.781 -1.081 0.068
C 2.083 3.596 0.893 0.001
C 0.412 4.245 -1.730 0.018
C 0.136 4.145 -3.201 0.004
C 0.968 4.811 -4.105 0.000
C 0.807 4.683 -5.475 0.003
C -0.199 3.864 -5.971 0.000
C -1.047 3.217 -5.086 0.003
C -0.916 3.359 -3.702 0.002
C -1.914 2.710 -2.795 0.048
Sb -1.158 0.953 -1.705 0.135
C -0.585 0.009 -3.547 0.025
C -3.057 -0.025 -1.474 0.022
H 3.552 3.812 -2.969 0.000
H 4.507 3.401 -1.526 0.000
H 3.506 4.883 -1.537 0.003
H 2.046 4.686 0.844 0.001
H 3.039 3.274 1.309 0.000
H 1.273 3.222 1.519 0.000
H 0.862 5.204 -1.462 0.002
H -0.471 4.083 -1.112 0.000
H 1.760 5.444 -3.714 0.000
H 1.459 5.221 -6.154 0.000
H -0.324 3.733 -7.038 0.000
H -1.845 2.590 -5.471 0.000
H -2.758 2.313 -3.362 0.004
H -2.297 3.410 -2.049 0.000
H -1.469 -0.132 -4.172 0.002
H -0.120 -0.953 -3.336 0.001
H 0.127 0.655 -4.062 0.000
H -3.785 0.413 -2.158 0.002
H -3.398 0.078 -0.443 0.000
H -2.914 -1.082 -1.702 0.001
C 1.450 -2.564 4.255 0.002
C 2.213 -1.893 3.119 0.003
C 3.492 -2.660 2.805 0.000
C 2.530 -0.452 3.476 0.000
O 1.381 -1.829 1.923 0.060
Si 0.471 -2.993 1.187 0.032
S -0.114 -2.012 -0.629 0.163
O -0.800 -3.518 2.051 0.005
C -2.107 -3.019 2.384 0.000
C -3.069 -3.480 1.295 0.002
C -2.469 -3.643 3.722 0.000
C -2.101 -1.501 2.478 0.002
O 1.413 -4.289 0.928 0.006
C 1.169 -5.622 0.429 0.000
C 2.539 -6.165 0.057 0.000
C 0.261 -5.577 -0.793 0.002
C 0.542 -6.466 1.534 0.000
H 2.094 -2.631 5.134 0.000
H 1.133 -3.574 3.980 0.000
H 0.564 -1.981 4.521 0.000
H 4.148 -2.660 3.678 0.000
H 4.018 -2.184 1.973 0.000
H 3.270 -3.690 2.526 0.000
H 3.106 -0.422 4.404 0.000
H 1.603 0.113 3.617 0.000
H 3.107 0.026 2.685 0.000
H -3.032 -4.569 1.200 0.000
H -2.793 -3.035 0.335 0.002
H -4.092 -3.184 1.542 0.000
H -2.442 -4.732 3.645 0.000
H -3.473 -3.334 4.025 0.000
H -1.757 -3.331 4.490 0.000
H -1.835 -1.063 1.515 0.001
H -1.377 -1.159 3.225 0.000
H -3.092 -1.137 2.762 0.000
H 3.013 -5.510 -0.678 0.000
H 2.446 -7.167 -0.370 0.000
H 3.178 -6.216 0.941 0.000
H 0.678 -4.913 -1.553 0.001
H -0.734 -5.204 -0.524 0.001
H 0.155 -6.579 -1.214 0.000
H 1.226 -6.546 2.382 0.000
H 0.326 -7.471 1.160 0.000
H -0.385 -6.008 1.881 0.000
Se -1.567 2.231 1.519 0.692
C -2.461 3.781 0.934 0.059
C -1.843 5.036 1.015 0.054
C -2.500 6.166 0.551 -0.007
C -3.776 6.057 0.008 0.065
C -4.403 4.817 -0.063 -0.007
C -3.751 3.682 0.396 0.053
H -0.847 5.113 1.434 0.001
H -2.013 7.131 0.610 -0.002
H -4.284 6.939 -0.363 0.004
H -5.396 4.734 -0.486 -0.002
H -4.230 2.712 0.338 0.001
O 5.216 0.633 -1.047 0.014
N 4.057 0.315 -0.901 0.002
O 3.341 -0.180 -1.812 0.083
O 3.433 0.506 0.228 0.073